(1)
DFT (ωB97M-V/def2-TZVPD) results for a structure of composition C24H43N2OP3ReS.

Positions of all 75 atoms, in Å:
Re 0.56 -0.51 -0.24
P -1.53 0.31 -0.76
P 0.51 -2.87 -0.33
P 1.22 0.33 -2.26
H 2.42 0.73 1.42
C 1.93 1.03 0.48
C 0.58 1.56 0.55
H 0.12 1.66 1.54
C -2.59 1.08 0.54
C -2.53 -1.01 -1.57
C -1.90 1.62 -2.02
C 1.83 -3.67 0.71
C -0.88 -3.92 0.26
C 0.59 -3.60 -2.02
C 1.14 2.18 -2.57
C 0.37 -0.39 -3.73
C 2.96 0.22 -2.85
H 2.65 1.49 -0.21
H 0.25 2.33 -0.17
H -2.01 1.39 1.41
H -3.35 0.38 0.90
H -3.06 1.98 0.13
H -2.62 -1.92 -0.96
H -2.04 -1.31 -2.51
H -3.52 -0.59 -1.76
H -1.48 2.58 -1.69
H -2.99 1.72 -2.08
H -1.50 1.38 -3.01
H 2.49 -4.25 0.05
H 1.32 -4.36 1.42
H 2.45 -2.99 1.34
H -0.74 -4.92 -0.15
H -1.85 -3.55 -0.06
H -0.85 -4.00 1.36
H 0.61 -4.69 -1.91
H 1.48 -3.27 -2.57
H -0.32 -3.33 -2.57
H 1.72 2.41 -3.47
H 1.59 2.75 -1.74
H 0.14 2.57 -2.73
H 0.99 -0.20 -4.61
H -0.63 0.02 -3.92
H 0.26 -1.47 -3.61
H 3.05 0.64 -3.86
H 3.32 -0.81 -2.86
H 3.61 0.80 -2.18
C 5.23 -1.63 -0.93
C 5.94 -2.76 -0.48
C 7.36 -2.77 -0.54
C 8.07 -1.72 -1.15
C 7.35 -0.71 -1.78
C 5.96 -0.65 -1.67
O 3.95 -1.28 -0.46
H 3.17 -1.88 -0.67
H 5.41 -3.62 -0.04
H 7.92 -3.60 -0.12
H 9.17 -1.70 -1.15
H 7.88 0.06 -2.36
H 5.43 0.17 -2.13
N 2.20 -0.84 2.86
C 0.85 -0.96 3.03
N -0.05 -1.05 2.07
C -1.31 -1.36 2.62
C -2.50 -1.66 1.97
C -3.66 -1.92 2.70
C -3.63 -1.91 4.10
C -2.44 -1.59 4.78
C -1.30 -1.33 4.04
S 0.29 -0.95 4.67
H 2.72 -0.76 3.73
H 2.66 -1.31 2.09
H -2.51 -1.63 0.88
H -4.60 -2.13 2.18
H -4.53 -2.13 4.68
H -2.36 -1.57 5.86

Its spin multiplicity is 4. Its HOMO energy (spin up / spin down) is -19.47 / -18.65 eV. As for the total charge: +4. Its electronic energy is -2623.99124 a.u.

---

(2)
DFT (ωB97M-V/def2-TZVPD) results for a structure of composition C34H27AlBrFN9O5.

Positions of all 78 atoms, in Å:
Al -0.70 -0.59 0.48
Br 6.30 -0.83 -4.16
C 6.09 0.34 -2.65
C 6.65 1.60 -2.68
C 6.46 2.43 -1.58
C 5.71 2.00 -0.50
C 5.19 0.71 -0.47
C 5.37 -0.13 -1.56
N 5.61 2.89 0.63
N 4.55 3.10 1.22
C 3.32 2.59 0.71
C 2.92 2.75 -0.60
C 1.75 2.15 -1.10
C 1.00 1.33 -0.29
O -0.03 0.62 -0.68
C 1.37 1.23 1.09
N 0.57 0.43 1.83
C 0.82 0.28 3.11
C 1.90 0.92 3.74
C 2.74 1.71 3.00
C 2.49 1.88 1.62
H 7.21 1.94 -3.54
H 6.89 3.42 -1.57
H 4.62 0.37 0.38
H 4.92 -1.11 -1.58
H 3.53 3.34 -1.26
H 1.46 2.30 -2.13
H 0.15 -0.37 3.67
H 2.05 0.79 4.80
H 3.59 2.21 3.46
C 3.10 -3.50 -5.01
C 2.48 -4.45 -4.00
N 2.05 -3.77 -2.77
C 0.78 -3.36 -2.68
C 0.25 -2.69 -1.62
C -1.22 -2.28 -1.70
O -1.86 -2.68 -2.64
O -1.64 -1.52 -0.74
C 1.07 -2.44 -0.50
O 0.69 -1.84 0.55
C 2.45 -2.88 -0.59
C 3.31 -2.64 0.49
C 4.62 -3.00 0.40
F 5.44 -2.82 1.45
C 5.16 -3.56 -0.78
C 4.30 -3.81 -1.83
C 2.93 -3.51 -1.74
N 6.53 -3.82 -0.85
C 7.09 -4.88 -1.66
C 7.81 -4.30 -2.88
N 8.36 -2.95 -2.51
C 8.77 -2.88 -1.07
C 7.51 -2.96 -0.20
H 3.42 -4.05 -5.90
H 3.97 -2.98 -4.59
H 2.38 -2.75 -5.32
H 3.16 -5.26 -3.73
H 1.60 -4.93 -4.42
H 0.12 -3.59 -3.52
H 2.93 -2.19 1.40
H 4.71 -4.21 -2.75
H 6.30 -5.56 -1.98
H 7.79 -5.46 -1.06
H 7.14 -4.14 -3.73
H 8.64 -4.93 -3.20
H 7.64 -2.24 -2.71
H 9.15 -2.71 -3.12
H 9.31 -1.95 -0.91
H 9.45 -3.72 -0.90
H 7.09 -1.96 -0.09
H 7.80 -3.31 0.79
O -2.01 -0.63 1.66
N -2.24 -0.10 2.85
C -2.37 1.18 2.88
C -2.21 2.01 1.72
N -2.06 2.69 0.80
C -2.63 1.80 4.15
N -2.81 2.32 5.16

Its spin multiplicity is 1. Its HOMO energy is -10.05 eV. As for the total charge: +1. Its electronic energy is -5097.07962 a.u.

---

(3)
DFT (ωB97M-V/def2-TZVPD) results for a structure of composition C8H16AlO2.

Positions of all 27 atoms, in Å:
Al 33.54 -16.34 -5.51
C 28.36 -18.44 -10.50
C 29.44 -19.48 -10.79
C 30.23 -19.43 -9.43
O 30.40 -18.03 -9.19
C 29.22 -17.40 -9.74
H 27.58 -19.00 -9.97
H 28.00 -18.16 -11.49
H 30.15 -19.26 -11.59
H 29.03 -20.49 -10.82
H 31.21 -19.90 -9.56
H 29.61 -19.78 -8.60
H 29.47 -16.52 -10.34
H 28.50 -17.02 -9.02
C 33.35 -14.71 1.55
C 33.75 -13.22 1.33
C 33.38 -13.08 -0.19
O 33.24 -14.37 -0.75
C 32.60 -15.16 0.29
H 32.65 -14.73 2.39
H 34.18 -15.38 1.74
H 34.83 -13.20 1.50
H 33.16 -12.63 2.02
H 34.19 -12.52 -0.67
H 32.46 -12.50 -0.27
H 32.76 -16.23 0.16
H 31.51 -15.04 0.31

Its spin multiplicity is 1. Its HOMO energy is -18.20 eV. As for the total charge: +3. Its electronic energy is -705.91827 a.u.

---

(4)
DFT (ωB97M-V/def2-TZVPD) results for a structure of composition C40H30ClN17O4Ti.

Positions of all 93 atoms, in Å:
Ti -0.35 0.59 -0.32
C -2.98 2.24 5.59
C -2.64 2.14 4.14
C -3.61 1.83 3.19
C -3.31 1.79 1.85
C -2.01 2.05 1.38
N -1.68 2.00 0.02
C -2.54 2.56 -0.89
C -3.57 3.45 -0.54
C -4.46 3.95 -1.46
C -4.37 3.61 -2.80
C -5.38 4.08 -3.81
C -3.29 2.84 -3.20
C -2.36 2.36 -2.28
N -1.12 1.85 -2.76
C -0.76 1.71 -4.05
C 0.62 1.75 -4.11
C 1.03 1.92 -2.79
N -0.02 1.96 -1.98
C -1.01 2.31 2.34
C -1.34 2.35 3.70
N 0.32 2.56 1.94
C 1.29 3.17 2.65
C 2.40 3.27 1.85
C 2.01 2.68 0.64
N 0.75 2.27 0.70
H -4.05 2.16 5.74
H -2.64 3.19 6.00
H -2.50 1.45 6.17
H -4.62 1.62 3.51
H -4.06 1.51 1.12
H -3.66 3.75 0.49
H -5.25 4.62 -1.13
H -5.93 4.93 -3.43
H -6.09 3.28 -4.02
H -4.90 4.36 -4.75
H -3.16 2.63 -4.25
H -1.47 1.56 -4.84
H 1.23 1.65 -4.99
H 2.03 2.01 -2.42
H -0.57 2.55 4.43
H 1.13 3.49 3.66
H 3.35 3.67 2.11
H 2.59 2.56 -0.26
O 4.80 -1.17 2.61
C 4.87 -2.32 1.96
O 5.82 -3.06 2.08
C 3.73 -2.67 1.08
C 3.69 -3.81 0.28
Cl 4.80 -5.07 0.11
N 2.52 -3.81 -0.38
N 1.78 -2.74 -0.07
C 2.49 -2.03 0.80
C 1.99 -0.68 1.22
O 2.62 -0.01 2.04
O 0.90 -0.27 0.69
C 2.19 -4.60 -1.52
C 2.98 -4.45 -2.66
C 2.60 -5.07 -3.83
C 1.47 -5.86 -3.86
C 0.71 -6.04 -2.72
C 1.07 -5.41 -1.54
H 3.97 -0.65 2.42
H 3.85 -3.81 -2.63
H 3.20 -4.92 -4.72
H 1.16 -6.33 -4.79
H -0.15 -6.69 -2.73
H 0.48 -5.52 -0.64
N -1.31 -2.08 -2.57
C -2.19 -1.59 -1.65
N -3.35 -2.14 -1.35
N -3.90 -1.31 -0.47
N -3.14 -0.32 -0.23
N -2.00 -0.44 -0.96
C -0.04 -1.59 -2.58
N 0.96 -1.98 -3.35
N 2.00 -1.23 -2.98
N 1.66 -0.43 -2.04
N 0.36 -0.60 -1.76
H -1.48 -2.99 -2.96
N -1.27 -0.58 1.64
C -2.00 -1.04 2.39
C -2.92 -1.53 3.35
C -2.52 -1.57 4.68
C -3.42 -1.96 5.65
C -4.72 -2.31 5.29
C -5.10 -2.28 3.95
C -4.21 -1.89 2.97
H -1.51 -1.29 4.94
H -3.12 -1.99 6.69
H -5.42 -2.60 6.05
H -6.11 -2.56 3.68
H -4.49 -1.85 1.93

Its spin multiplicity is 1. Its HOMO energy is -7.58 eV. As for the total charge: 0. Its electronic energy is -4083.85701 a.u.

---

(5)
DFT (ωB97M-V/def2-TZVPD) results for a cluster of 2 separate species, C4H10O2PS in total.

Positions of all 18 atoms, in Å:
C 1.96 1.17 0.95
C -2.47 -1.05 -0.79
C 1.46 -0.32 0.80
C -1.03 -0.57 -0.48
O -1.87 3.56 -1.46
O -1.05 0.59 1.90
P -0.43 -0.58 1.22
S -2.26 2.67 -0.26
H 1.34 1.76 0.24
H 1.68 1.50 2.00
H 3.05 1.22 0.85
H -3.21 -0.20 -0.54
H -2.66 -1.30 -1.83
H -2.79 -1.89 -0.13
H 2.08 -0.94 1.39
H 1.63 -0.74 -0.31
H -1.09 0.45 -0.91
H -0.47 -1.19 -1.14

Its spin multiplicity is 1. Its HOMO energy (spin up / spin down) is -2.80 / -2.20 eV. As for the total charge: -1. Its electronic energy is -1048.37891 a.u.

---

(6)
DFT (ωB97M-V/def2-TZVPD) results for the molecule C21H28N2O6S.

Positions of all 58 atoms, in Å:
C -0.49 -4.36 -1.30
C -0.11 -2.89 -1.20
O -1.29 -2.17 -0.86
C -1.25 -0.82 -0.77
C -0.11 -0.07 -1.00
C -0.14 1.32 -0.97
C 1.13 2.03 -1.25
O 2.03 1.55 -1.92
N 1.22 3.29 -0.72
C 2.47 4.01 -0.69
C 3.24 3.74 0.62
C 3.46 2.27 0.73
C 2.50 1.47 1.34
C 2.59 0.09 1.27
C 3.66 -0.48 0.61
S 3.74 -2.24 0.44
N 4.00 -2.39 -1.21
O 4.91 -2.77 1.08
O 2.46 -2.81 0.78
C 4.66 0.29 0.05
C 4.55 1.67 0.11
C -1.33 1.96 -0.69
C -2.49 1.23 -0.42
O -3.59 2.02 -0.22
C -4.67 1.60 0.59
C -4.26 1.37 2.04
C -2.47 -0.17 -0.45
O -3.64 -0.84 -0.25
C -3.65 -2.11 0.39
C -5.03 -2.31 1.00
H -1.25 -4.50 -2.06
H -0.88 -4.70 -0.34
H 0.39 -4.94 -1.55
H 0.27 -2.53 -2.17
H 0.66 -2.75 -0.43
H 0.84 -0.55 -1.23
H 0.51 3.57 -0.07
H 2.27 5.08 -0.81
H 3.05 3.65 -1.54
H 4.19 4.28 0.58
H 2.66 4.12 1.46
H 1.66 1.92 1.84
H 1.84 -0.55 1.70
H 3.14 -2.45 -1.74
H 4.62 -3.16 -1.43
H 5.48 -0.20 -0.45
H 5.30 2.29 -0.36
H -1.43 3.03 -0.71
H -5.14 0.70 0.17
H -5.38 2.43 0.53
H -3.79 2.26 2.45
H -5.14 1.13 2.64
H -3.56 0.54 2.11
H -3.45 -2.90 -0.34
H -2.87 -2.15 1.17
H -5.79 -2.23 0.23
H -5.08 -3.30 1.46
H -5.22 -1.56 1.77

Its spin multiplicity is 1. Its HOMO energy is -8.28 eV. As for the SMILES: CCOc1cc(C(=O)NCCc2ccc(S(N)(=O)=O)cc2)cc(OCC)c1OCC. As for the total charge: 0. Its electronic energy is -1776.14954 a.u.